Entry 1:
DFT (the ωB97M-V functional and the def2-TZVPD basis) results for a cluster of 4 separate species, C19H37N4O8 in total.

The geometry in XYZ format:
```
68
Properties=species:S:1:pos:R:3:mulliken_charge:R:1
N -1.161 -2.079 -2.984 -0.1480
C 7.729 -3.345 4.408 -1.0446
O -1.485 -3.424 -0.284 -0.6596
C -2.038 -1.352 -2.326 -0.2973
H 8.492 -2.644 4.068 0.3575
H -1.426 -4.550 2.017 0.3740
H -2.981 -2.571 -1.290 0.5409
C -2.587 4.335 -0.402 0.7862
H -0.862 6.345 -2.294 0.3446
H -4.411 1.207 -3.427 0.2960
H -1.397 -2.600 -3.818 0.2714
O -1.993 -0.053 -5.121 -0.4551
H 5.197 -2.028 5.116 0.3458
H 0.800 -1.887 2.344 0.3764
H -2.030 -0.163 0.080 0.1530
C 4.671 -2.860 5.579 -0.9743
H 0.057 -3.800 2.554 0.3950
O -2.428 3.190 -0.051 -0.6534
H 2.285 -3.784 1.475 0.3022
C -0.438 -4.232 1.689 -1.3393
H -3.868 5.448 0.882 0.2744
H -4.082 5.876 -0.830 0.3762
H 8.175 -4.337 4.486 0.3070
H -4.276 1.224 -5.157 0.4338
H -2.369 7.360 0.167 0.2881
C -3.881 5.064 -0.137 -1.0952
H -2.605 6.343 -2.172 0.4058
N -1.918 0.942 -3.015 0.2102
H -1.606 8.370 -1.069 0.3802
H -2.028 3.188 -4.160 0.2340
C -2.569 0.429 -4.221 0.6235
C -1.687 6.281 -1.586 -0.3946
H 0.120 -5.103 1.347 0.3186
C 4.597 -4.101 4.718 0.7613
C -0.958 3.043 -3.973 -0.8875
N -1.704 -0.041 -2.008 0.5105
H -0.215 -2.169 -2.642 0.2277
O 3.717 -4.905 4.863 -0.5653
H 2.920 -2.688 0.265 0.3331
H -2.695 1.260 -0.549 0.1970
O 5.581 -4.340 3.831 -0.3579
C -2.528 0.219 -0.824 -0.1305
H -0.435 3.097 -4.927 0.3718
H -4.609 -0.354 -4.330 0.2895
C 1.242 -1.888 1.347 -0.5877
C -4.091 0.601 -4.278 -1.2518
C -0.727 1.700 -3.294 0.4521
C -3.750 -0.718 -0.941 -0.6165
H 3.237 -2.383 1.982 0.2726
H -3.928 -1.222 0.002 0.3944
O 0.358 1.366 -3.000 -0.4843
C -1.569 7.400 -0.573 -1.1169
C 2.493 -2.734 1.267 -0.8916
H 6.910 -3.681 2.460 0.3909
H -4.699 4.354 -0.240 0.3314
H 3.656 -2.520 5.772 0.2912
H -4.561 -0.103 -1.330 0.3113
O -1.566 4.991 -0.964 -0.3420
H -0.601 3.823 -3.301 0.1437
C 6.561 -3.370 3.444 -0.3551
H 6.105 -2.387 3.316 0.2859
H 7.418 -3.055 5.412 0.2751
N -3.233 -1.769 -1.883 -0.1821
H 5.149 -3.112 6.524 0.2877
H -0.628 7.319 -0.030 0.3266
H 1.485 -0.852 1.116 0.4095
O 0.272 -2.289 0.360 -0.3253
C -0.607 -3.278 0.539 0.8977
```

Values from the calculation:
ΔE to the lowest compared entry with this formula, charge and spin	38.0	kcal per mole
gap between HOMO and LUMO	8.608	eV
charge	+1
highest occupied orbital energy	-11.91	eV

Entry 2:
DFT (the ωB97M-V functional and the def2-TZVPD basis) results for a structure of composition C19H38Br16F4GaNO2PS.

The geometry in XYZ format:
```
83
Properties=species:S:1:pos:R:3:mulliken_charge:R:1
Br 4.981 -4.084 2.606 -0.1417
C 3.653 -4.615 3.923 -0.6125
H -2.208 -0.671 -2.344 -0.5198
Br -7.585 -0.402 -2.986 -0.0947
Br 0.695 -5.784 0.115 -0.1260
C 5.463 4.093 1.906 -0.4146
F -0.298 -0.882 -3.790 -0.3630
H 4.128 3.313 3.376 0.3129
C -1.348 -0.954 -1.739 0.6672
H -9.550 1.037 -4.640 0.3785
C -3.669 -0.195 -6.386 -0.6365
O 1.648 -3.333 -2.921 -0.2973
H 6.532 10.166 7.706 0.3740
H -10.286 -0.186 -5.695 0.3596
H 4.483 7.914 2.039 0.3847
C -5.360 -5.877 -1.286 -0.6692
H 0.903 -3.085 0.236 -0.2848
C 2.321 8.017 2.051 -0.5690
H 6.585 8.565 8.470 0.3497
H -1.278 -7.103 0.854 0.4362
C 4.516 3.031 2.399 -0.5296
H 2.602 -2.637 0.333 0.2712
H 1.524 -4.621 4.172 0.2591
H -6.199 -5.304 -1.665 0.3903
H 4.309 -1.040 -3.283 0.0367
H -2.923 -5.121 1.175 0.2827
H 4.939 4.996 1.610 0.0966
H 3.983 -4.217 4.877 0.3974
H -2.261 -0.617 -4.835 0.1159
C 2.275 -4.138 3.552 -0.1610
P 3.575 -0.434 -2.244 0.1118
H -4.328 -7.732 -1.709 0.3282
C -0.028 -0.649 -2.433 0.9405
H 4.626 7.901 6.910 0.2656
Br 4.163 10.138 5.957 -0.1288
C -3.330 -0.449 -4.945 -0.3085
H 1.506 7.958 2.764 0.3574
Br 6.487 3.509 0.360 -0.1326
Br -1.364 -5.230 3.090 -0.1622
H 4.974 2.049 2.455 0.4022
H -6.081 -7.885 -1.475 0.3637
F 0.192 0.711 -2.333 -0.3067
Br 2.203 6.437 0.929 -0.1160
Br -5.569 -7.238 -3.803 -0.1395
Br 2.963 2.852 1.252 -0.1113
C 6.290 9.116 7.580 -0.6088
C -1.196 -6.126 0.388 -0.3556
H 6.197 4.331 2.673 0.3616
C 1.608 -2.277 0.073 -0.4064
F -1.416 -0.298 -0.555 -0.2909
H 3.222 0.804 -2.820 0.0281
H -1.627 -6.161 -0.609 0.1098
F -1.425 -2.300 -1.489 -0.2147
O 2.434 -4.053 -4.753 -0.4611
Br 2.061 -2.232 3.854 -0.1191
Br 7.422 8.448 6.148 -0.1216
C -5.289 -7.258 -1.879 -0.5423
Br -3.759 -4.840 -1.663 -0.0825
H -3.239 -0.966 -7.020 0.4049
H -5.423 -5.936 -0.201 0.3340
C 3.664 8.113 2.723 -0.5564
C -1.841 -5.039 1.210 -0.3366
H -7.997 -0.897 -5.363 -0.0654
Ga 1.620 -1.738 -1.828 -0.0425
H 2.168 8.871 1.394 0.3579
C -8.667 -0.932 -4.508 -0.2380
H -3.338 0.781 -6.723 0.4124
H 1.373 -1.462 0.750 0.3869
C 4.830 8.896 7.292 -0.4907
H 3.681 -5.702 3.950 0.3656
H -8.978 -1.956 -4.332 0.3809
H 3.800 9.091 3.180 0.2338
Br -3.728 1.091 -3.824 -0.1253
H -3.877 -1.289 -4.530 0.4122
S 4.635 -0.152 -0.598 -0.4561
H -1.544 -4.040 0.907 0.1653
N 2.337 -3.110 -4.032 0.1592
Br 3.839 6.835 4.176 -0.0669
C -9.833 -0.006 -4.723 -0.6076
Br -5.591 -0.273 -6.714 -0.1672
H 2.041 -4.310 2.505 0.0056
H 4.234 9.076 8.183 0.3389
Br -11.255 -0.303 -3.425 -0.1586
```

Values from the calculation:
gap between HOMO and LUMO	6.144	eV
charge	-1
highest occupied orbital energy	-4.58	eV

Entry 3:
DFT (the ωB97M-V functional and the def2-TZVPD basis) results for a cluster of 6 separate species, C19H38Cl11FN2O3S in total.

The geometry in XYZ format:
```
75
Properties=species:S:1:pos:R:3:mulliken_charge:R:1
H 4.028 -4.281 2.397 0.2643
Cl 2.773 3.140 -6.511 -0.2051
H 1.529 0.804 -0.108 0.1320
C -0.355 -4.132 0.893 0.2236
C 4.259 -3.161 2.477 -0.7724
C -1.659 -3.232 1.142 -1.0556
C 4.393 -2.499 1.037 0.5760
O -2.683 -0.117 3.405 -0.6191
H 0.790 0.020 -6.477 0.3195
H 1.813 4.311 -4.777 -0.1867
Cl 0.644 6.149 1.225 -0.1749
C -0.832 -5.568 0.384 -0.6635
H -2.007 -4.002 5.328 0.2620
N 3.900 -1.120 0.780 -0.3803
H -0.057 5.970 -4.308 0.4257
H 0.251 -3.668 0.050 -0.0152
Cl 3.011 -0.180 -5.757 -0.1903
H 5.215 -3.004 3.086 0.3187
H 0.211 -4.224 1.872 0.0665
Cl -1.118 1.624 -1.177 -0.1333
Cl -0.467 -7.152 6.500 -0.1911
C 1.499 -0.171 0.479 -0.5542
H -0.583 8.116 1.666 0.3483
S -2.860 -1.194 2.371 1.1673
C -1.404 -4.908 5.241 -0.3723
H -1.889 -5.573 4.525 0.2858
H 1.152 1.148 -5.164 0.1523
H -0.071 5.441 -2.621 -0.0624
H -1.589 6.664 1.716 0.2794
H 2.219 1.429 -8.039 0.3760
H 1.737 0.120 1.570 0.3384
H -1.393 6.480 -0.811 -0.1023
F -4.014 -2.241 3.023 -0.2895
H -0.681 -4.937 7.285 0.3318
H 3.742 -0.693 1.703 0.3149
C -0.807 7.179 1.155 -0.4262
O -3.450 -0.685 1.096 -0.5469
C -1.259 -5.560 6.600 -0.5177
H -3.181 0.689 -1.789 0.3351
Cl 0.168 -4.417 4.560 -0.1328
H 2.194 -2.285 0.227 0.0007
Cl 2.084 3.500 -2.578 -0.1335
H -2.245 -5.724 7.038 0.3452
Cl -0.959 3.816 -4.088 -0.2055
C 2.598 -1.231 0.018 -0.1116
C -1.269 7.417 -0.268 -0.0537
H -0.686 0.106 0.223 -0.7972
H 2.257 5.585 -3.633 0.3738
Cl -0.772 -6.844 1.727 -0.1992
H 0.676 -1.962 2.301 -0.1695
C 1.524 0.737 -6.105 -0.2476
H -0.166 -5.984 -0.448 0.3918
H 2.794 -1.125 -1.106 0.2434
H -2.228 7.938 -0.264 0.3330
Cl -0.131 8.440 -1.182 -0.1894
H -0.272 -0.456 2.682 0.5981
O 4.923 -3.080 0.065 -0.5497
Cl -3.308 4.145 -0.483 -0.1968
H -3.198 1.267 -0.120 0.2658
H -2.102 -2.844 0.154 0.2955
C -0.229 -1.355 1.966 -1.0728
C 0.159 5.132 -3.642 -0.1645
H -2.464 -3.943 1.559 0.5848
C -3.556 2.794 -1.617 -0.3309
C 1.749 1.823 -7.136 -0.4617
H -3.176 3.100 -2.593 0.1400
H 3.389 -2.625 3.004 0.1676
H -4.634 2.646 -1.703 0.3988
H -0.048 -1.554 -0.337 0.2269
H -1.909 -5.562 -0.004 0.3331
C -2.898 1.518 -1.138 -0.4750
H 0.794 2.271 -7.417 0.2744
C -0.008 -0.782 0.494 1.1324
C 1.609 4.720 -3.786 -0.0726
N -1.472 -2.160 2.164 0.4002
```

Values from the calculation:
gap between HOMO and LUMO	9.977	eV
charge	0
SMILES string	CC(=O)NCCCCN(CCCCl)S(=O)(=O)F.ClCCCl.ClCCCl.ClCCCl.ClCCCl.ClCCCl
highest occupied orbital energy	-9.76	eV

Entry 4:
DFT (the ωB97M-V functional and the def2-TZVPD basis) results for a structure of composition C19H38FeN8PS.

The geometry in XYZ format:
```
68
Properties=species:S:1:pos:R:3:lowdin_spin:R:1
C 1.678 0.909 -2.306 0.0066
C 0.885 -0.971 3.284 0.0086
H 2.467 2.869 -0.088 0.0002
H 2.880 -1.160 0.642 0.0000
H 2.135 -1.749 -0.844 -0.0002
H 2.253 -2.218 4.249 0.0002
H -2.402 2.206 3.699 0.0020
C 4.743 0.317 -0.547 0.0004
C -2.341 -2.303 -4.143 0.0061
N 3.060 0.876 -2.758 0.0084
H -1.881 3.881 -0.657 0.0012
H -4.456 0.559 -0.940 0.0017
C -1.845 -2.259 -2.746 0.0312
H 0.119 -4.022 0.405 0.0005
C -2.172 3.149 0.095 0.0147
H -3.183 3.410 0.407 0.0016
C 2.845 1.856 0.058 0.0107
N 0.376 -0.612 2.315 0.0486
H 2.046 -0.607 4.987 0.0001
H 1.226 1.872 -2.554 0.0000
H 0.784 -1.847 5.177 0.0002
H 4.783 2.422 -0.411 0.0002
H 1.117 0.131 -2.829 -0.0001
H -2.338 -1.321 -4.615 0.0000
H 3.394 2.905 -2.362 0.0000
H 4.847 1.935 -2.716 0.0001
C 1.533 -1.437 4.497 0.0009
C -3.831 0.781 -0.076 0.0143
H -4.326 1.580 0.471 0.0008
H 4.666 -0.431 -3.056 0.0002
N -1.008 -1.338 -0.865 0.1056
H -4.682 -0.639 1.244 0.0026
C -1.167 3.113 1.241 0.0095
H -1.366 3.949 1.917 0.0026
C -1.658 -3.279 -1.813 0.0161
C -3.718 -0.510 0.743 0.0099
N -1.231 1.819 1.957 0.0974
H -2.143 -0.214 3.752 -0.0001
H -1.396 -0.218 -2.579 -0.0007
N 4.114 1.716 -0.733 0.0047
C -2.802 0.208 2.993 0.0078
C 2.665 -0.906 -0.398 0.0055
C -2.486 1.672 2.751 0.0063
H -0.153 3.233 0.859 0.0002
H -0.477 -2.682 1.378 0.0007
C 3.700 -0.423 -2.550 0.0009
H -3.826 0.097 3.352 0.0027
C -1.139 -2.690 -0.678 0.0175
H 3.088 1.732 1.115 0.0002
H 3.085 -1.212 -2.979 0.0000
S -2.286 1.545 -0.767 0.1545
H -2.544 -1.565 2.021 0.0037
H -3.358 -2.698 -4.162 0.0021
H -1.725 -2.982 -4.733 0.0018
N 3.905 -0.676 -1.123 0.0076
H -0.443 1.768 2.599 0.0018
H 4.890 0.167 0.522 0.0000
C -0.743 -3.377 0.584 0.0020
Fe -0.939 0.065 0.636 4.2027
C 3.864 1.929 -2.246 0.0005
H -3.293 2.150 2.201 0.0001
H -1.546 -4.028 0.931 0.0002
N -2.605 -0.587 1.748 0.1058
N -1.468 -1.124 -2.142 0.0043
H -1.863 -4.327 -1.964 0.0009
P 1.573 0.599 -0.472 0.0639
H 5.710 0.350 -1.050 0.0001
H -3.589 -1.359 0.073 -0.0003
```

Values from the calculation:
gap between HOMO and LUMO (alpha / beta)	9.699 / 6.091	eV
charge	+4
multiplicity	6
highest occupied orbital energy (alpha / beta)	-20.09 / -20.06	eV

Entry 5:
DFT (the ωB97M-V functional and the def2-TZVPD basis) results for the ion C19H38NO3 with charge +1.

The geometry in XYZ format:
```
61
Properties=species:S:1:pos:R:3:mulliken_charge:R:1
N 3.194 -0.361 0.163 0.7998
H 4.901 0.149 -0.933 0.3811
H 3.589 -1.782 1.674 0.4876
H 1.820 0.783 -2.995 0.4745
C 1.834 1.326 -2.056 -0.9186
C 3.274 1.430 -1.552 0.1934
H 2.915 0.390 2.116 0.5099
H 2.824 4.081 1.336 0.3988
C 2.757 -2.805 -0.025 0.0585
H -4.526 1.273 -2.298 0.4290
H -5.600 -0.762 -1.178 0.3996
H -1.635 -3.185 0.599 0.6054
O 3.460 2.382 -0.526 -0.4363
C -1.599 -2.182 0.169 -1.3041
H 4.283 3.226 1.815 0.3868
C -1.669 0.486 -0.467 -1.0684
H -1.044 0.191 -1.312 0.3305
H -1.805 1.564 -0.530 0.6391
H -5.556 -0.887 0.584 0.3737
C 3.417 0.677 1.191 -0.9298
H 4.677 -1.856 0.273 0.3503
H 1.342 -2.988 1.608 0.3978
H -5.039 1.911 1.323 0.5270
H 1.442 2.325 -2.232 0.4291
C -5.526 -0.195 -0.253 -1.9911
C 3.642 -1.709 0.587 -0.8085
H 3.903 1.803 -2.368 0.4078
C -2.978 -1.532 0.259 -1.2982
O 0.756 -1.483 0.319 -0.2403
C -4.399 1.731 -1.319 -1.7421
H -4.029 0.612 1.930 0.3166
C -0.931 0.153 0.827 -0.6949
O 2.788 -2.647 -1.421 -0.5180
C -4.251 0.656 -0.236 1.6939
H -3.720 -2.235 -0.115 0.6678
H -3.206 -1.336 1.307 0.3019
H -0.482 -1.639 1.950 0.4949
H -1.314 -2.271 -0.882 0.4061
H 3.633 -0.691 -1.867 0.4288
H 0.724 -3.532 0.034 0.3768
H -3.155 -0.535 -1.616 0.5267
H 2.303 -3.363 -1.847 0.3935
H 1.177 0.817 -1.355 -0.2082
H 2.162 -0.466 0.018 -0.1068
H -0.022 0.755 0.915 -0.2691
H -6.399 0.448 -0.182 0.5058
H 4.492 0.762 1.373 0.4820
C -4.136 1.339 1.129 -1.8222
C 3.826 0.066 -1.108 -0.7538
H 2.759 2.924 2.672 0.3816
H -1.561 0.394 1.680 0.7203
C 2.873 2.035 0.707 0.8199
C -0.555 -1.328 0.896 -0.1357
H 3.188 -3.776 0.265 0.4369
C -3.027 -0.239 -0.569 0.2230
H -5.274 2.343 -1.117 0.4610
C 1.323 -2.759 0.532 -0.9728
H -3.536 2.391 -1.361 0.3276
C 3.207 3.135 1.706 -1.6140
H 1.779 1.961 0.598 -0.0149
H -3.295 2.027 1.162 0.3031
```

Values from the calculation:
ΔE to the lowest compared entry with this formula, charge and spin	31.2	kcal per mole
gap between HOMO and LUMO	10.637	eV
charge	+1
SMILES string	C[C@@H]1C[NH+](C[C@H](O)CO[C@H]2CC[C@H](C(C)(C)C)CC2)C[C@@H](C)O1
highest occupied orbital energy	-12.89	eV

Entry 6:
DFT (the ωB97M-V functional and the def2-TZVPD basis) results for the molecule C19H38O2.

The geometry in XYZ format:
```
59
Properties=species:S:1:pos:R:3:mulliken_charge:R:1
C -8.801 1.049 -1.985 -0.7185
H 2.709 -1.244 -0.099 0.3367
C 9.353 0.195 0.208 -1.3775
C 1.327 0.258 0.577 -0.7041
H -2.545 -1.287 0.960 0.3232
C -2.423 -0.658 0.075 -0.6667
C -7.417 -0.743 -0.745 -0.5638
H -6.039 0.782 -1.399 0.2673
H 10.323 0.684 0.235 0.3958
H 9.629 -1.353 2.480 0.3320
H -8.860 0.598 0.104 0.3605
H -0.024 -1.241 1.323 0.3296
C -8.617 0.446 -3.378 -0.3536
C -1.182 0.215 0.242 -0.6798
H -3.558 0.812 -1.009 0.3215
O 6.405 1.478 0.644 -0.5773
C -8.723 0.047 -0.831 -0.8675
H 1.430 0.887 -0.310 0.3360
O 7.391 -0.333 1.529 -0.3176
C 6.349 0.343 1.038 0.4680
C 3.837 0.308 0.873 -0.4594
H -4.777 -1.354 -1.180 0.3265
H -7.631 -0.014 -3.455 0.2516
H -3.832 0.829 0.732 0.3256
H -8.653 1.260 -4.107 0.3714
H 9.490 -0.857 -0.033 0.3177
H 3.940 0.927 -0.021 0.3032
H 8.480 1.397 1.768 0.3307
H -2.285 -1.320 -0.783 0.3294
H -9.615 -1.457 -3.096 0.2915
H -9.778 1.537 -1.943 0.4320
C -4.925 -0.698 -0.318 -0.7423
H -9.552 -0.659 -0.913 0.3611
H 5.087 -1.094 1.973 0.2876
H 2.502 -1.189 1.651 0.3108
H 3.731 0.983 1.724 0.3197
C 2.596 -0.571 0.755 -0.5982
C 9.471 -0.298 2.686 -1.3738
C 0.084 -0.616 0.433 -0.6871
H 10.435 0.197 2.772 0.4083
C 8.665 0.335 1.562 0.5697
H -8.046 1.824 -1.838 0.3007
H 1.206 0.921 1.437 0.3276
H 8.941 -0.204 3.630 0.3398
C -6.187 0.135 -0.532 -0.4017
H 8.748 0.661 -0.565 0.3585
H -6.348 0.777 0.338 0.2789
H -7.284 -1.339 -1.650 0.2468
H -1.066 0.849 -0.640 0.3317
H -10.679 -0.151 -3.621 0.2937
H -1.316 0.873 1.104 0.3263
H -7.497 -1.443 0.091 0.4176
H -5.055 -1.334 0.561 0.3303
C -3.687 0.174 -0.131 -0.6869
H -9.569 -0.904 -4.767 0.3873
H 5.206 -1.232 0.222 0.2752
C -9.686 -0.580 -3.735 -1.2224
C 5.107 -0.520 1.045 -0.5544
H 0.210 -1.283 -0.423 0.3310
```

Values from the calculation:
ΔE to the lowest compared entry with this formula, charge and spin	5.8	kcal per mole
gap between HOMO and LUMO	11.141	eV
charge	0
SMILES string	CCCCCCCCCCCCCCCC(=O)OC(C)C
highest occupied orbital energy	-10.18	eV

Which value of charge does entry 5 give?
+1